C14H21NO4 | ωB97M-V/def2-TZVPD

Positions of all 40 atoms, in Å:
1 C 4.24 4.47 1.78
2 C 3.60 4.39 0.40
3 O 4.10 3.33 -0.39
4 C 3.59 2.05 -0.10
5 C 2.22 1.79 -0.75
6 C 1.77 0.35 -0.52
7 N 0.51 0.09 -1.17
8 C 0.39 -0.72 -2.24
9 O 1.30 -1.35 -2.73
10 C -1.04 -0.75 -2.82
11 O -2.04 -0.44 -1.89
12 C -2.38 -1.39 -0.95
13 C -3.52 -1.13 -0.20
14 C -3.94 -2.02 0.77
15 C -3.23 -3.19 1.00
16 O -3.56 -4.14 1.93
17 C -4.73 -3.96 2.68
18 C -2.08 -3.44 0.26
19 C -1.65 -2.55 -0.71
20 H 3.90 5.37 2.29
21 H 3.98 3.61 2.39
22 H 5.32 4.51 1.69
23 H 2.51 4.33 0.49
24 H 3.85 5.30 -0.17
25 H 4.32 1.35 -0.52
26 H 3.53 1.88 0.98
27 H 1.48 2.48 -0.34
28 H 2.30 1.99 -1.82
29 H 1.67 0.15 0.55
30 H 2.49 -0.34 -0.95
31 H -0.31 0.60 -0.87
32 H -1.20 -1.73 -3.29
33 H -1.10 0.02 -3.59
34 H -4.07 -0.23 -0.39
35 H -4.84 -1.79 1.33
36 H -4.80 -4.83 3.33
37 H -5.62 -3.90 2.05
38 H -4.67 -3.06 3.31
39 H -1.53 -4.34 0.45
40 H -0.75 -2.77 -1.26

## Properties
Frontier orbital gap = 8.9 eV
SMILES string = CCOCCCNC(=O)COc1ccc(OC)cc1
DFT total energy = -24538.1850 eV
Molecular weight = 267.325 g mol⁻¹

Mulliken population analysis, charges in e, atoms 1 to 5: number 1, C, carries -1.095; number 2, C, carries -0.144; number 3, O, carries -0.376; number 4, C, carries -0.454; number 5, C, carries -0.220